# 1
Here is a cluster of 2 separate species, C4H12NO2 in total at a distorted geometry from the Open Molecules 2025 dataset. Energies are from ωB97M-V/def2-TZVPD.

Geometry as XYZ:
```
19
Properties=species:S:1:pos:R:3:forces:R:3
C 1.953869 -0.389079 0.576835 -0.7513 -1.7516 1.7967
O 2.254370 -1.677880 0.400564 1.2417 -0.9165 -0.6094
C 0.542391 -0.131666 0.060803 -1.8938 1.5862 0.9713
C -0.230679 1.235555 0.719477 4.8983 0.1417 -3.2156
C -1.186685 1.781813 -0.263243 -3.2033 0.6162 -0.1814
N -0.149831 -1.349545 0.527686 -2.0333 0.0412 -1.0407
H 2.624822 0.298605 0.254032 2.4655 2.4542 -2.1425
H 2.087365 -0.152565 1.692307 -1.2243 0.2940 -0.0419
H 0.326324 -0.012560 -1.074622 1.1428 -0.3507 1.6341
H 0.493030 2.089727 0.944180 -0.1697 -1.4529 -0.0672
H -0.617729 0.916289 1.604825 -1.4894 -0.6588 2.4410
H -0.962475 1.769660 -1.341396 0.6197 -0.1686 0.4937
H -2.038362 1.074684 -0.137886 -0.1568 0.7619 -0.6120
H -1.564165 2.850753 -0.066741 0.4711 -1.4750 0.0331
H -0.339547 -1.229219 1.499155 -0.5197 0.3095 0.8131
H 0.533280 -2.118822 0.564720 0.7149 0.5923 -0.6022
H -1.282626 -1.133989 -2.592563 -0.3841 -1.5013 0.5510
H -0.976703 -1.815611 -1.226799 -1.3544 -0.7232 -1.6740
O -1.466658 -2.006157 -2.141341 1.6261 2.2013 1.4529
```
Positions in Å, forces in eV/Å.

Computed properties:
charge	-1
HOMO-LUMO gap	6.5	eV
M	106.14	g/mol
F_max	0.114	Eh/bohr

=====

# 2
Here is a cluster of 3 separate species, C14H29O4S3 in total from the Open Molecules 2025 dataset. Energies are from ωB97M-V/def2-TZVPD.

Geometry as XYZ:
```
50
Properties=species:S:1:pos:R:3:forces:R:3
C -1.742066 -1.872024 0.801653 -0.0382 -0.0277 0.0630
C -1.521762 -1.538194 -0.682088 0.0549 0.0435 -0.1661
C -2.023840 -0.149066 -1.087702 -0.0268 -0.0760 0.0403
C -1.490538 0.335499 -2.443233 -0.0226 0.0553 0.0097
C 0.038509 0.577870 -2.369942 0.0007 -0.1254 0.0199
C -1.936005 -0.592677 -3.563039 0.1468 -0.0418 -0.0012
S -1.662392 0.034487 -5.184272 -0.0311 0.0276 0.0120
H -2.402296 -2.731966 0.940054 0.0059 0.0172 -0.0100
H -2.187839 -1.027353 1.331095 -0.0113 0.0115 -0.0195
H -0.808476 -2.098398 1.325731 -0.0121 -0.0088 -0.0352
H -0.456620 -1.601735 -0.929790 -0.0466 0.0228 0.0856
H -2.013235 -2.272831 -1.323368 0.0221 -0.0103 0.0239
H -1.763461 0.558955 -0.288884 0.0435 -0.0140 -0.1135
H -3.115967 -0.183686 -1.166105 -0.0004 0.0123 0.0875
H -1.947489 1.318270 -2.621877 -0.0353 -0.0385 0.0003
H 0.382401 0.874741 -1.369862 -0.0415 0.0604 -0.0233
H 0.343124 1.358327 -3.069245 -0.0065 -0.0263 -0.0434
H 0.568689 -0.334990 -2.664768 0.0270 0.0524 0.0558
H -1.440361 -1.571481 -3.470261 -0.0687 0.0319 0.0172
H -0.307394 0.249379 -5.338966 0.0295 0.0190 -0.0368
C -2.282815 4.066957 3.779791 -0.0141 0.0065 0.0017
C -0.842378 4.543634 4.017920 0.0075 -0.0144 0.0071
C 0.082061 3.599181 3.246860 -0.0184 0.0181 -0.0165
S -0.883231 2.996652 1.841719 0.0725 0.1049 0.0568
O -1.085082 1.584231 2.015881 0.0016 -0.1156 0.0351
O -0.351468 3.523058 0.615551 0.0107 0.0092 -0.0226
C -2.404231 3.842303 2.278645 -0.0064 -0.0107 -0.0401
H -3.012860 4.794871 4.132838 0.0045 -0.0047 0.0100
H -2.461627 3.128202 4.308410 0.0063 -0.0007 -0.0030
H -0.731264 5.561838 3.638897 -0.0058 -0.0044 -0.0087
H -0.591108 4.557240 5.078112 -0.0024 0.0158 -0.0025
H 0.976778 4.073495 2.851610 0.0000 -0.0012 0.0142
H 0.352400 2.717024 3.824179 -0.0106 -0.0031 -0.0022
H -3.228582 3.204178 1.968413 0.0003 0.0017 0.0062
H -2.422792 4.779185 1.722004 -0.0016 -0.0026 0.0053
C 2.260525 -2.524304 -1.756484 -0.0209 0.0220 -0.0005
C 2.797503 -3.960408 -1.777657 0.0161 -0.0082 -0.0211
C 3.959918 -4.025922 -0.784742 0.0037 -0.0070 0.0196
S 3.602715 -2.782424 0.475202 0.0434 0.0171 0.0220
O 4.632055 -1.770196 0.424538 -0.0060 0.0000 -0.0290
O 3.316882 -3.423349 1.736592 -0.0364 -0.0229 -0.0044
C 2.108769 -2.157977 -0.285171 -0.0021 0.0237 0.0124
H 1.311788 -2.433847 -2.283267 -0.0003 0.0005 0.0155
H 2.968628 -1.842439 -2.232463 -0.0002 -0.0116 -0.0104
H 2.006332 -4.647633 -1.471076 -0.0026 0.0102 0.0118
H 3.120639 -4.254245 -2.775772 -0.0171 -0.0120 0.0019
H 4.067387 -4.982219 -0.278382 0.0073 -0.0027 -0.0132
H 4.907598 -3.732822 -1.233380 -0.0076 0.0145 -0.0028
H 2.040496 -1.090554 -0.085688 -0.0020 -0.0024 -0.0047
H 1.271981 -2.676835 0.181790 -0.0086 -0.0049 -0.0043
```
Positions in Å, forces in eV/Å.

Computed properties:
charge	-1
HOMO-LUMO gap	4.0	eV
M	357.58	g/mol
F_max	0.004	Eh/bohr

=====

Question: What is the formula in the second record?
Answer: C14H29O4S3

=====

Question: Which value of charge does entry 2 give?
Answer: -1

=====

Question: Which value of HOMO-LUMO gap does entry 1 give?
Answer: 6.5 eV